(1)
A molecular structure, C24H24CrNO3 at a distorted geometry. Source: the Open Molecules 2025 dataset; level of theory: ωB97M-V with the def2-TZVPD basis set.

Last column: Mulliken charge in e.
Geometry (Å):
C (-0.066, 1.403, -2.228)  -1.24
N (-0.979, 1.525, -1.057)  0.43
C (-1.850, 0.229, -1.140)  -0.24
C (-3.190, 0.362, -1.869)  -0.93
C (-3.924, 1.662, -1.609)  -0.69
C (-3.050, 2.827, -2.018)  -0.72
C (-1.727, 2.879, -1.275)  -0.31
H (0.603, 2.280, -2.287)  0.40
H (0.566, 0.489, -2.202)  0.33
H (-0.664, 1.390, -3.145)  0.47
H (-1.220, -0.484, -1.688)  0.24
H (-1.964, -0.179, -0.129)  0.46
H (-2.998, 0.253, -2.949)  0.38
H (-3.808, -0.487, -1.560)  0.37
H (-4.835, 1.681, -2.210)  0.39
H (-4.241, 1.743, -0.560)  0.33
H (-2.844, 2.789, -3.097)  0.39
H (-3.562, 3.775, -1.821)  0.37
H (-1.839, 3.353, -0.293)  0.19
H (-1.005, 3.483, -1.826)  0.28
O (1.016, -5.624, 1.246)  -0.25
C (1.624, -4.749, 0.750)  0.42
Cr (2.283, -3.250, -0.206)  -0.20
C (0.518, -2.683, 0.108)  0.50
O (-0.587, -2.380, 0.335)  -0.29
C (1.553, -4.084, -1.746)  0.34
O (0.953, -4.647, -2.577)  -0.23
C (4.424, -3.640, -0.114)  -0.64
C (3.987, -3.147, 1.125)  -0.60
C (3.254, -1.966, 1.193)  -0.22
C (2.908, -1.252, 0.023)  0.77
C (1.829, -0.246, 0.068)  0.02
C (0.900, 0.559, 0.097)  -1.16
C (-0.102, 1.624, 0.176)  0.48
C (-0.595, 1.691, 1.727)  0.42
C (-1.093, 2.896, 2.261)  -0.54
C (-1.435, 3.038, 3.612)  -0.76
C (-1.188, 1.999, 4.527)  -0.46
C (-0.542, 0.839, 4.052)  -0.67
C (-0.234, 0.719, 2.688)  0.02
C (3.407, -1.727, -1.208)  -0.46
C (4.147, -2.908, -1.276)  -0.59
H (4.976, -4.586, -0.174)  0.49
H (4.191, -3.711, 2.040)  0.57
H (2.881, -1.597, 2.149)  0.60
H (0.383, 2.601, 0.101)  0.77
H (-1.184, 3.772, 1.621)  0.40
H (-1.890, 3.974, 3.983)  0.37
H (-1.477, 2.089, 5.581)  0.40
H (-0.281, 0.047, 4.773)  0.38
H (0.336, -0.158, 2.392)  0.10
H (3.154, -1.178, -2.116)  0.58
H (4.480, -3.285, -2.246)  0.57

Properties
Net charge ... +2
Multiplicity ... 4
Highest occupied orbital energy (spin up / spin down) ... -12.9 / -14.6 eV
LUMO energy (spin up / spin down) ... -0.2312 / -0.3079 Eh
ΔE to the lowest compared entry with this formula, charge and spin ... 21.31 kcal per mole
Orbital gap (spin up / spin down) ... 6.652 / 6.199 eV
Calculated total energy ... -61310.701 eV

***

(2)
A molecular structure, C24H24F4I2N6SSn at a distorted geometry. Source: the Open Molecules 2025 dataset; level of theory: ωB97M-V with the def2-TZVPD basis set.

Last column: Mulliken charge in e.
Geometry (Å):
Sn (15.106, 8.485, 9.261)  0.52
C (13.568, 10.718, 11.112)  -0.99
N (13.281, 10.169, 9.765)  0.73
C (11.856, 9.793, 9.686)  -1.45
C (13.553, 11.162, 8.707)  -1.12
C (14.955, 11.714, 8.795)  -0.94
N (15.923, 10.625, 8.968)  0.00
C (17.205, 11.007, 9.223)  0.17
C (18.190, 10.037, 9.499)  0.28
F (17.825, 8.730, 9.371)  -0.21
C (19.495, 10.294, 9.843)  -0.13
F (20.314, 9.262, 10.092)  -0.32
C (19.979, 11.584, 9.915)  -0.46
C (19.069, 12.578, 9.623)  0.05
F (19.473, 13.858, 9.668)  -0.31
C (17.747, 12.327, 9.276)  0.43
F (16.985, 13.414, 8.979)  -0.35
H (13.001, 11.646, 11.282)  0.34
H (14.623, 10.941, 11.194)  0.26
H (13.262, 9.993, 11.869)  0.28
H (11.215, 10.678, 9.855)  0.43
H (11.602, 9.046, 10.439)  0.30
H (11.635, 9.402, 8.702)  0.28
H (12.818, 11.979, 8.760)  0.48
H (13.427, 10.683, 7.739)  0.31
H (14.997, 12.407, 9.654)  0.51
H (15.147, 12.303, 7.889)  0.59
H (21.002, 11.819, 10.149)  0.50
I (16.791, 7.441, 12.753)  0.07
C (16.395, 5.470, 12.044)  -0.83
I (16.408, 5.151, 9.969)  0.12
H (15.407, 5.208, 12.422)  0.32
H (17.133, 4.827, 12.491)  0.46
S (14.746, 8.067, 6.817)  -0.49
C (13.220, 7.159, 6.758)  0.51
N (12.853, 6.827, 5.562)  -0.74
N (11.634, 6.255, 5.360)  -0.09
C (10.400, 6.698, 5.911)  0.37
C (10.203, 7.927, 6.529)  -0.47
C (8.976, 8.215, 7.103)  -0.63
C (7.921, 7.322, 7.019)  -0.60
C (8.101, 6.121, 6.349)  -0.47
C (9.339, 5.792, 5.808)  -0.23
N (12.439, 6.762, 7.868)  -0.32
N (12.955, 7.016, 8.989)  0.53
C (12.275, 6.478, 10.103)  -0.35
C (12.782, 6.700, 11.381)  0.55
C (12.118, 6.202, 12.486)  -1.01
C (10.966, 5.444, 12.311)  -0.44
C (10.472, 5.186, 11.037)  -0.72
C (11.104, 5.705, 9.926)  -0.24
H (11.533, 6.121, 4.374)  0.29
H (11.005, 8.654, 6.555)  0.72
H (8.848, 9.169, 7.596)  0.42
H (6.967, 7.572, 7.474)  0.40
H (7.271, 5.426, 6.279)  0.37
H (9.507, 4.832, 5.348)  0.42
H (13.697, 7.268, 11.473)  0.20
H (12.504, 6.381, 13.485)  0.45
H (10.464, 5.027, 13.179)  0.39
H (9.571, 4.597, 10.925)  0.41
H (10.740, 5.517, 8.923)  0.43

Properties
Multiplicity ... 1
Highest occupied orbital energy ... -7.2 eV
LUMO energy ... -0.0504 Eh
ΔE to the lowest compared entry with this formula, charge and spin ... 0.00 kcal per mole
Orbital gap ... 5.809 eV
Calculated total energy ... -77953.406 eV

***

What did the second record say?
A molecular structure, C24H24F4I2N6SSn at a distorted geometry. Source: the Open Molecules 2025 dataset; level of theory: ωB97M-V with the def2-TZVPD basis set.

Last column: Mulliken charge in e.
Geometry (Å):
Sn (15.106, 8.485, 9.261)  0.52
C (13.568, 10.718, 11.112)  -0.99
N (13.281, 10.169, 9.765)  0.73
C (11.856, 9.793, 9.686)  -1.45
C (13.553, 11.162, 8.707)  -1.12
C (14.955, 11.714, 8.795)  -0.94
N (15.923, 10.625, 8.968)  0.00
C (17.205, 11.007, 9.223)  0.17
C (18.190, 10.037, 9.499)  0.28
F (17.825, 8.730, 9.371)  -0.21
C (19.495, 10.294, 9.843)  -0.13
F (20.314, 9.262, 10.092)  -0.32
C (19.979, 11.584, 9.915)  -0.46
C (19.069, 12.578, 9.623)  0.05
F (19.473, 13.858, 9.668)  -0.31
C (17.747, 12.327, 9.276)  0.43
F (16.985, 13.414, 8.979)  -0.35
H (13.001, 11.646, 11.282)  0.34
H (14.623, 10.941, 11.194)  0.26
H (13.262, 9.993, 11.869)  0.28
H (11.215, 10.678, 9.855)  0.43
H (11.602, 9.046, 10.439)  0.30
H (11.635, 9.402, 8.702)  0.28
H (12.818, 11.979, 8.760)  0.48
H (13.427, 10.683, 7.739)  0.31
H (14.997, 12.407, 9.654)  0.51
H (15.147, 12.303, 7.889)  0.59
H (21.002, 11.819, 10.149)  0.50
I (16.791, 7.441, 12.753)  0.07
C (16.395, 5.470, 12.044)  -0.83
I (16.408, 5.151, 9.969)  0.12
H (15.407, 5.208, 12.422)  0.32
H (17.133, 4.827, 12.491)  0.46
S (14.746, 8.067, 6.817)  -0.49
C (13.220, 7.159, 6.758)  0.51
N (12.853, 6.827, 5.562)  -0.74
N (11.634, 6.255, 5.360)  -0.09
C (10.400, 6.698, 5.911)  0.37
C (10.203, 7.927, 6.529)  -0.47
C (8.976, 8.215, 7.103)  -0.63
C (7.921, 7.322, 7.019)  -0.60
C (8.101, 6.121, 6.349)  -0.47
C (9.339, 5.792, 5.808)  -0.23
N (12.439, 6.762, 7.868)  -0.32
N (12.955, 7.016, 8.989)  0.53
C (12.275, 6.478, 10.103)  -0.35
C (12.782, 6.700, 11.381)  0.55
C (12.118, 6.202, 12.486)  -1.01
C (10.966, 5.444, 12.311)  -0.44
C (10.472, 5.186, 11.037)  -0.72
C (11.104, 5.705, 9.926)  -0.24
H (11.533, 6.121, 4.374)  0.29
H (11.005, 8.654, 6.555)  0.72
H (8.848, 9.169, 7.596)  0.42
H (6.967, 7.572, 7.474)  0.40
H (7.271, 5.426, 6.279)  0.37
H (9.507, 4.832, 5.348)  0.42
H (13.697, 7.268, 11.473)  0.20
H (12.504, 6.381, 13.485)  0.45
H (10.464, 5.027, 13.179)  0.39
H (9.571, 4.597, 10.925)  0.41
H (10.740, 5.517, 8.923)  0.43

Properties
Multiplicity ... 1
Highest occupied orbital energy ... -7.2 eV
LUMO energy ... -0.0504 Eh
ΔE to the lowest compared entry with this formula, charge and spin ... 0.00 kcal per mole
Orbital gap ... 5.809 eV
Calculated total energy ... -77953.406 eV

***

> Among the records above, which one has the highest ΔE to the lowest compared entry with this formula, charge and spin?

C24H24CrNO3

***

> What is the formula in the first record?

C24H24CrNO3